(1)
A structure of composition C10H13CeClO3. Source: OMol25; level of theory: the ωB97M-V functional and the def2-TZVPD basis.

Structure (ORCA input):
```
! wB97M-V def2-TZVPD RIJCOSX def2/J DEFGRID3
* xyz 2 1
Cl 0.73 -3.32 -1.83
C 2.13 0.01 1.32
C 1.90 1.30 0.74
C 2.17 1.21 -0.67
H 1.62 2.22 1.26
C 2.57 -0.15 -0.98
C 2.54 -0.89 0.27
H 2.83 -1.94 0.35
H 2.05 -0.25 2.38
H 2.14 2.00 -1.42
C 2.92 -0.68 -2.33
Ce 0.26 -0.23 -0.22
C -1.09 1.28 -2.11
O -1.95 1.79 -2.69
C -0.54 -2.73 -0.53
O -1.43 -3.47 -0.23
H 2.43 -0.09 -3.12
H 2.60 -1.72 -2.45
H 4.01 -0.64 -2.51
C -3.79 1.28 1.76
C -2.53 0.47 1.94
O -2.05 -0.08 0.67
H -3.64 2.15 1.11
H -4.10 1.66 2.73
H -4.62 0.70 1.36
H -1.70 1.07 2.33
H -2.69 -0.38 2.62
H -2.78 -0.56 0.23
*
```

**E_tot**: -42154.8043 eV

***

(2)
The molecule C4H2O2. Source: OMol25; level of theory: the ωB97M-V functional and the def2-TZVPD basis.

Structure (ORCA input):
```
! wB97M-V def2-TZVPD RIJCOSX def2/J DEFGRID3
* xyz 0 1
O -0.56 -0.87 1.60
C 0.37 -0.91 0.83
C 1.73 0.60 -0.53
C 0.54 0.16 -0.22
C -0.75 0.78 -0.73
O -0.85 1.46 -1.71
H 1.10 -1.73 0.84
H -1.60 0.51 -0.08
*
```

**E_tot**: -8270.3367 eV

***

(3)
A cluster of 3 separate species, C4H13NOS in total. Source: OMol25; level of theory: the ωB97M-V functional and the def2-TZVPD basis.

Structure (ORCA input):
```
! wB97M-V def2-TZVPD RIJCOSX def2/J DEFGRID3
* xyz 0 1
C -0.01 0.04 -1.74
O -0.86 0.08 -2.89
C 0.58 -1.35 -1.74
N 1.74 -1.47 -0.84
H -0.60 0.21 -0.83
H 0.80 0.76 -1.85
H -1.35 0.90 -2.88
H -0.19 -2.07 -1.42
H 0.92 -1.58 -2.75
H 0.88 0.11 0.77
H 2.29 -2.29 -1.02
H 1.47 -1.46 0.15
C -0.38 1.73 2.04
C -1.15 0.45 2.23
S -0.14 -1.04 1.82
H -0.08 1.90 1.00
H 0.56 1.80 2.58
H -1.06 2.54 2.35
H -2.10 0.43 1.72
H -1.31 0.31 3.30
*
```

**E_tot**: -18729.1271 eV

***

(4)
The molecule C2H7N5O. Source: OMol25; level of theory: the ωB97M-V functional and the def2-TZVPD basis.

Structure (ORCA input):
```
! wB97M-V def2-TZVPD RIJCOSX def2/J DEFGRID3
* xyz 0 1
N 0.75 1.94 0.57
N 0.06 1.51 1.67
C 0.05 0.23 1.86
N 0.73 -0.70 1.03
N 0.24 -1.02 -0.24
C -0.51 -0.22 -0.88
N -0.89 -0.53 -2.19
O -0.59 -1.87 -2.50
H 1.52 1.29 0.31
H 1.04 2.88 0.75
H -0.46 -0.16 2.76
H 0.86 -1.59 1.52
H -0.82 0.78 -0.52
H -1.88 -0.38 -2.44
H -0.09 -2.16 -1.70
*
```

**E_tot**: -11681.6253 eV

***

(5)
A cluster of 2 separate species, C3H6N2O in total. Source: OMol25; level of theory: the ωB97M-V functional and the def2-TZVPD basis.

Structure (ORCA input):
```
! wB97M-V def2-TZVPD RIJCOSX def2/J DEFGRID3
* xyz 0 1
N 0.94 -1.76 -1.23
C 1.13 -1.06 -0.33
C 1.82 -0.34 0.76
O 1.32 0.32 1.63
H 2.90 -0.53 0.68
C -1.21 1.04 -0.38
N -1.28 -0.34 0.03
H -0.42 1.26 -1.12
H -1.04 1.69 0.48
H -2.17 1.31 -0.84
H -1.00 -0.56 0.97
H -1.01 -1.03 -0.66
*
```

**E_tot**: -8233.8912 eV

***

(6)
The molecule C17H16N2O2S. Source: OMol25; level of theory: the ωB97M-V functional and the def2-TZVPD basis.

Structure (ORCA input):
```
! wB97M-V def2-TZVPD RIJCOSX def2/J DEFGRID3
* xyz 0 1
C 0.02 -1.78 4.97
C -0.19 -1.61 3.50
C -1.33 -0.95 3.04
C -1.55 -0.78 1.69
C -0.64 -1.27 0.75
C -0.80 -1.12 -0.66
C 0.13 -1.56 -1.54
C 0.04 -1.27 -3.00
C 0.92 -0.05 -3.34
N 0.79 0.99 -2.34
C -0.37 1.68 -2.18
O -1.24 1.72 -3.03
C -0.51 2.38 -0.89
C -1.52 3.25 -0.57
C -1.44 3.70 0.76
C -0.39 3.17 1.44
S 0.53 2.10 0.47
C 1.34 -2.24 -1.07
O 2.24 -2.64 -1.79
N 1.42 -2.39 0.30
C 0.51 -1.93 1.22
C 0.72 -2.10 2.59
H 0.03 -0.81 5.47
H 0.96 -2.29 5.18
H -0.79 -2.37 5.40
H -2.04 -0.56 3.75
H -2.43 -0.27 1.34
H -1.68 -0.61 -1.01
H -1.00 -1.04 -3.27
H 0.39 -2.12 -3.58
H 1.97 -0.34 -3.38
H 0.61 0.37 -4.30
H 1.41 0.92 -1.54
H -2.27 3.54 -1.27
H -2.14 4.40 1.20
H -0.10 3.33 2.46
H 2.25 -2.87 0.63
H 1.61 -2.61 2.93
*
```

**E_tot**: -35800.8036 eV